{
  "formula": "C7H12",
  "method": "ωB97M-V with the def2-TZVPD basis set",
  "elements": ["C", "C", "C", "C", "C", "C", "C", "H", "H", "H", "H", "H", "H", "H", "H", "H", "H", "H", "H"],
  "positions_angstrom": [[2.782893, 0.371253, -0.630381], [1.303757, 0.045879, -0.897438], [0.626757, 0.184639, 0.412166], [-0.591406, 1.073373, 0.378590], [-1.826612, 0.225079, 0.690309], [-2.046497, -0.991136, -0.164880], [-1.408051, -1.129506, 1.191451], [3.332848, 0.424767, -1.572492], [3.240636, -0.376261, 0.023476], [2.864778, 1.342013, -0.130833], [0.891494, 0.712953, -1.669924], [1.233340, -0.985082, -1.285277], [-0.308277, -1.125501, 1.291823], [-0.716341, 1.627738, -0.564147], [-0.437814, 1.791257, 1.198274], [-2.709520, 0.736830, 1.074796], [-3.069978, -1.353066, -0.243676], [-1.476902, -1.114934, -1.085194], [-1.933607, -1.654060, 1.976811]],
  "forces_ev_per_a": [[0.21, 0.07, -0.04], [-0.03, 0.18, -0.02], [0.15, 0.50, -0.28], [0.10, 0.07, -0.08], [0.07, 0.07, 0.10], [0.00, -0.08, -0.14], [-0.04, -0.19, 0.27], [0.01, 0.00, 0.07], [-0.12, 0.11, -0.13], [0.08, -0.12, -0.10], [0.06, -0.09, -0.11], [-0.09, 0.15, 0.36], [-0.62, -0.71, -0.03], [-0.06, -0.02, 0.06], [-0.11, 0.00, -0.10], [0.31, -0.11, -0.04], [0.20, 0.14, 0.03], [0.02, -0.01, 0.24], [-0.15, 0.05, -0.04]],
  "lowdin_charge": [-0.116, -0.304, 0.017, -0.208, -0.288, -0.119, -0.135, 0.071, 0.075, 0.073, 0.097, 0.130, 0.060, 0.103, 0.120, 0.132, 0.098, 0.096, 0.100],
  "total_charge": 0,
  "homo_energy_ha": -0.291,
  "spin_multiplicity": 1,
  "lumo_energy_ha": 0.0027,
  "gap_ev": 7.981,
  "de_lowest_kcal_mol": 110.7
}


{
  "formula": "C2H3F4KNO5S2",
  "method": "ωB97M-V with the def2-TZVPD basis set",
  "elements": ["N", "S", "O", "O", "S", "O", "O", "C", "F", "F", "F", "K", "F", "C", "O", "H", "H", "H"],
  "positions_angstrom": [[2.299446, -0.191883, 0.307286], [1.795201, 1.367878, -0.275451], [2.455241, 2.302018, 0.718612], [2.456417, 1.476110, -1.629157], [1.210457, -1.270728, 0.527194], [-0.191851, -0.743604, 0.600085], [1.595450, -2.245840, 1.555205], [1.077576, -2.351442, -0.993690], [0.749184, -1.608884, -2.046330], [2.241127, -2.942408, -1.239122], [0.151415, -3.289452, -0.829370], [-1.381659, 1.460238, 0.097044], [-4.102234, 1.336084, 0.406923], [-4.375097, -0.966974, 0.262211], [-3.929469, 0.171259, -0.442973], [-5.453333, -0.896544, 0.447841], [-4.156197, -1.781051, -0.443366], [-3.786905, -1.120196, 1.175091]],
  "forces_ev_per_a": [[-1.13, -1.00, -0.03], [1.46, 1.18, -0.45], [-0.87, -0.90, -0.80], [-0.78, -0.21, 1.15], [0.88, 1.03, 1.06], [0.52, -0.73, -0.01], [-0.78, 0.67, -1.09], [0.50, 1.06, 1.08], [-0.22, 0.07, -0.54], [0.23, -0.31, -0.23], [-0.53, -0.63, -0.15], [0.71, -0.23, -0.02], [-0.18, -0.68, -0.05], [-0.08, 0.00, 0.39], [0.24, 0.48, -0.31], [0.24, -0.10, 0.05], [-0.03, 0.26, 0.12], [-0.19, 0.02, -0.17]],
  "lowdin_charge": [-0.391, 0.476, -0.580, -0.573, 0.507, -0.553, -0.356, -0.712, 0.114, 0.124, 0.110, 0.842, -0.134, -0.060, -0.129, 0.094, 0.118, 0.104],
  "total_charge": -1,
  "homo_energy_ha": -0.127,
  "spin_multiplicity": 1,
  "lumo_energy_ha": 0.0517,
  "gap_ev": 4.855,
  "de_lowest_kcal_mol": 0.0
}


{
  "formula": "C5H14",
  "method": "ωB97M-V with the def2-TZVPD basis set",
  "elements": ["C", "C", "C", "H", "H", "H", "H", "H", "H", "H", "H", "C", "C", "H", "H", "H", "H", "H", "H"],
  "positions_angstrom": [[-0.050126, 1.164580, -1.821511], [0.558352, 1.339513, -0.447149], [1.384886, 2.614001, -0.354899], [0.721203, 0.836720, -2.548255], [-0.314891, 2.099679, -2.322982], [-0.848921, 0.435905, -1.913374], [-0.301628, 1.365674, 0.229697], [1.245123, 0.551656, -0.142573], [0.818244, 3.550137, -0.293429], [2.101555, 2.645895, 0.465728], [1.986847, 2.678111, -1.273458], [-1.112649, -1.986300, 1.830638], [-0.736844, -2.996803, 0.751917], [-0.263033, -1.479327, 2.298066], [-1.682315, -1.148048, 1.438740], [-1.661718, -2.408829, 2.673339], [-0.696960, -2.528838, -0.229340], [-1.418153, -3.847951, 0.792294], [0.240826, -3.447785, 0.926520]],
  "forces_ev_per_a": [[1.41, -0.31, -1.74], [-0.57, 0.66, 0.49], [0.41, 0.62, -0.54], [-0.09, -0.26, 0.42], [-0.58, 0.17, 0.63], [-0.22, 0.06, 0.27], [0.40, -0.03, 0.45], [-0.41, -0.51, -0.20], [-0.20, -0.28, -0.09], [-0.14, -0.26, 0.16], [-0.02, 0.10, 0.17], [0.32, 0.66, 0.51], [0.24, -0.26, 0.51], [0.27, -0.26, -0.20], [-0.41, -0.13, -0.16], [-0.12, -0.16, -0.20], [-0.20, -0.19, -0.09], [-0.21, 0.19, -0.47], [0.12, 0.17, 0.09]],
  "lowdin_charge": [-0.139, -0.330, -0.136, 0.075, 0.071, 0.060, 0.095, 0.098, 0.072, 0.064, 0.072, -0.178, -0.165, 0.058, 0.051, 0.059, 0.055, 0.060, 0.059],
  "total_charge": 0,
  "smiles": "CCC.CC",
  "homo_energy_ha": -0.414,
  "spin_multiplicity": 1,
  "lumo_energy_ha": 0.0409,
  "gap_ev": 12.372,
  "de_lowest_kcal_mol": 8.5
}


{
  "formula": "C6H8F4O3",
  "method": "ωB97M-V with the def2-TZVPD basis set",
  "elements": ["O", "C", "O", "C", "C", "F", "O", "C", "C", "C", "F", "F", "F", "H", "H", "H", "H", "H", "H", "H", "H"],
  "positions_angstrom": [[2.365135, 1.438622, 1.481241], [1.519851, 0.752239, 1.104462], [0.514240, 0.282889, 1.879293], [-0.353984, 1.316738, 2.347667], [-1.409279, 1.742243, 1.297777], [-2.344313, 2.528321, 1.901894], [1.565924, 0.349518, -0.198607], [0.527625, -0.587884, -0.547641], [0.738404, -1.061395, -2.014533], [-0.285226, -2.165783, -2.278540], [-1.358966, -2.088128, -1.497921], [0.278640, -3.336049, -1.969217], [-0.695226, -2.180351, -3.523993], [-0.912524, 0.889573, 3.188758], [0.166400, 2.214299, 2.703484], [-1.836936, 0.820076, 0.880671], [-0.876709, 2.263810, 0.486245], [-0.428000, -0.061195, -0.524102], [0.520061, -1.488597, 0.073915], [0.550496, -0.187602, -2.648069], [1.754390, -1.441341, -2.142784]],
  "forces_ev_per_a": [[2.68, 2.66, 1.68], [-0.95, -1.57, -1.74], [-0.66, 0.15, -0.76], [-1.24, 0.42, 0.76], [1.71, -1.21, -0.33], [-0.14, 0.16, -0.04], [-1.24, -1.23, 0.72], [0.13, -0.29, -1.37], [-0.48, 1.01, 1.07], [1.46, 0.62, 0.73], [-0.92, 0.37, 0.34], [0.25, -0.90, -0.23], [-0.30, -0.25, -1.13], [0.29, 0.03, -0.11], [0.30, -0.40, -0.10], [-0.39, 0.37, 0.15], [-0.51, 0.25, 0.12], [0.05, -0.32, 0.28], [0.05, 0.49, 0.33], [0.16, -0.40, -0.20], [-0.24, 0.02, -0.18]],
  "lowdin_charge": [0.212, -0.611, 0.015, -0.129, -0.197, -0.011, 0.055, -0.150, -0.014, -0.681, 0.145, 0.141, 0.172, 0.137, 0.137, 0.120, 0.132, 0.110, 0.143, 0.136, 0.138],
  "total_charge": 0,
  "smiles": "O=C(OCCF)OCCC(F)(F)F",
  "homo_energy_ha": -0.412,
  "spin_multiplicity": 1,
  "lumo_energy_ha": 0.0235,
  "gap_ev": 11.863
}